# 1
{
  "formula": "C24H38Cl2I2N3O2S",
  "method": "ωB97M-V/def2-TZVPD",
  "e_homo_ev": -10.88,
  "homo_lumo_gap_ev": 7.293,
  "total_charge": 1,
  "spin_multiplicity": 1,
  "species": ["C", "C", "O", "N", "C", "C", "C", "N", "C", "C", "C", "C", "C", "C", "C", "C", "C", "C", "C", "I", "C", "C", "I", "C", "N", "C", "Cl", "C", "C", "Cl", "H", "H", "H", "H", "H", "H", "H", "H", "H", "H", "H", "H", "H", "H", "H", "H", "H", "H", "H", "H", "H", "H", "H", "H", "H", "H", "H", "H", "H", "H", "H", "H", "C", "S", "O", "C", "H", "H", "H", "H", "H", "H"],
  "xyz": [[3.58971, -3.20572, 1.40901], [2.93730, -2.51000, 0.25020], [2.38741, -3.14130, -0.59586], [3.00534, -1.08234, 0.08146], [4.27364, -0.46937, 0.56205], [1.85814, -0.33893, 0.38511], [1.10128, -0.35405, 1.55716], [1.43829, -1.23703, 2.60504], [0.78310, -2.33260, 2.67908], [0.88615, -3.13579, 3.93303], [-0.06162, -2.92769, 1.58843], [0.03470, 0.55334, 1.77795], [-0.63531, 0.63306, 3.12841], [-1.84271, -0.27231, 3.42710], [-3.20600, 0.16621, 2.85241], [-4.28979, -0.08819, 3.93062], [-3.57278, -0.67740, 1.63115], [-0.28625, 1.43624, 0.73125], [-1.34459, 2.52184, 0.80857], [-2.72284, 2.28528, -0.80982], [-0.76041, 3.96330, 0.74139], [-1.73590, 4.94804, 1.41761], [1.13133, 4.08225, 1.78218], [0.45272, 1.37585, -0.44968], [1.47426, 0.53370, -0.60083], [2.17855, 0.57068, -1.85560], [3.48253, 1.67356, -1.93732], [1.78430, -0.22509, -2.84044], [0.64129, -1.17700, -2.75126], [2.61899, -0.20009, -4.33114], [3.00080, -4.05678, 1.72103], [3.79862, -2.52552, 2.22587], [4.55496, -3.57762, 1.06354], [4.06235, 0.47124, 1.05987], [4.88445, -0.22443, -0.30219], [4.84712, -1.13876, 1.19035], [1.30343, -2.54432, 4.73624], [1.46881, -4.03704, 3.74396], [-0.11659, -3.48790, 4.16911], [-1.04916, -2.48005, 1.52068], [0.38589, -2.84399, 0.60255], [-0.22511, -3.98382, 1.78168], [0.11857, 0.42897, 3.88425], [-0.92623, 1.66732, 3.27916], [-1.94044, -0.26243, 4.51022], [-1.68078, -1.30544, 3.15413], [-3.23529, 1.23414, 2.65600], [-5.25936, -0.27864, 3.48430], [-4.00241, -0.89903, 4.59375], [-4.36146, 0.79253, 4.56727], [-3.63951, -1.71809, 1.94282], [-4.54780, -0.37610, 1.25949], [-2.85139, -0.58956, 0.81923], [-1.83816, 2.45869, 1.76168], [-0.63881, 4.26256, -0.29193], [-1.21896, 5.68925, 2.01079], [-2.32517, 5.43471, 0.64511], [-2.44177, 4.43858, 2.06944], [0.23023, 2.04191, -1.26667], [0.28654, -1.38225, -3.75589], [0.97842, -2.12327, -2.32779], [-0.17443, -0.78621, -2.15088], [0.70807, 0.23121, -7.94229], [-0.14037, 0.93112, -6.52330], [-1.04592, -0.12146, -5.98820], [-1.15113, 2.08397, -7.45857], [1.36837, -0.55553, -7.58320], [-0.02282, -0.18813, -8.63320], [1.29571, 1.00791, -8.43145], [-1.75425, 1.53659, -8.18256], [-0.50565, 2.80236, -7.96346], [-1.80019, 2.60492, -6.75817]],
  "forces_ev_per_a": [[0.87, 0.63, -0.03], [0.14, 0.05, 0.02], [-0.95, -0.56, -0.73], [0.55, -0.09, 1.57], [-0.09, 0.43, -0.70], [-0.38, 0.28, -0.54], [0.29, -0.59, 0.05], [-0.70, 0.43, -0.28], [0.35, -0.13, 0.09], [-0.10, -0.07, -0.41], [-0.20, -0.15, -0.14], [-0.10, 0.27, -0.60], [0.22, -0.13, -0.21], [-0.28, 0.82, 0.13], [-0.44, -1.09, 0.51], [0.51, 0.61, 0.00], [0.12, 0.52, 0.04], [0.22, -0.28, -0.56], [1.37, 0.23, 0.05], [-0.31, 0.01, 0.20], [-0.85, -0.18, 0.61], [-0.07, -0.17, -0.40], [0.01, -0.03, -0.20], [-0.43, 0.11, 0.94], [0.01, 0.14, 0.17], [0.16, -0.14, -0.19], [0.00, 0.15, 0.13], [-0.18, 0.01, -0.05], [0.07, -0.26, -0.21], [0.18, -0.01, -0.10], [-0.20, -0.07, -0.05], [-0.18, -0.10, 0.29], [0.04, -0.18, -0.03], [0.04, -0.02, 0.34], [0.10, -0.06, -0.09], [-0.12, 0.00, 0.24], [0.12, -0.06, 0.16], [0.16, -0.05, 0.10], [-0.09, 0.01, 0.26], [-0.15, 0.22, 0.10], [0.10, 0.11, -0.03], [0.03, -0.12, 0.06], [0.23, -0.07, -0.04], [-0.11, 0.15, 0.14], [0.13, 0.00, 0.16], [0.22, -0.27, -0.08], [0.17, 0.13, -0.34], [-0.16, -0.05, 0.04], [-0.14, -0.36, -0.12], [-0.17, 0.05, 0.11], [0.00, -0.16, -0.05], [-0.09, -0.03, -0.21], [0.08, -0.04, -0.11], [-0.53, -0.23, -0.03], [0.62, 0.01, -0.07], [0.02, 0.24, -0.07], [-0.08, 0.20, 0.01], [0.04, -0.13, 0.14], [0.12, -0.03, -0.23], [-0.26, 0.09, -0.07], [0.08, -0.02, 0.12], [-0.11, 0.05, 0.06], [0.02, -0.05, -0.08], [0.10, 0.15, -0.02], [0.01, -0.06, 0.09], [-0.08, 0.00, -0.07], [-0.01, 0.00, 0.04], [-0.03, 0.00, 0.03], [0.00, 0.01, 0.02], [0.01, -0.03, 0.02], [0.02, 0.00, 0.02], [0.02, -0.02, 0.04]],
  "mulliken_charge": [-1.57, 0.56, -0.51, 0.80, -1.07, -1.10, 0.61, -0.53, 0.92, -1.50, -0.70, 0.97, -2.46, -0.75, 1.26, -1.63, -1.69, -0.23, -0.77, 0.19, -0.27, -1.09, 0.07, 0.14, 0.56, -0.44, -0.11, 0.73, -1.16, -0.18, 0.30, 0.45, 0.48, 0.34, 0.33, 0.39, 0.38, 0.32, 0.43, 0.07, 0.05, 0.53, 0.61, 0.87, 0.46, 0.42, 0.01, 0.40, 0.37, 0.41, 0.41, 0.44, 0.19, 0.09, 0.60, 0.39, 0.33, 0.29, 0.65, 0.47, 0.25, 0.24, -0.97, 0.62, -0.63, -1.02, 0.29, 0.35, 0.37, 0.32, 0.37, 0.32]
}


# 2
{
  "formula": "C7H24NO6V",
  "method": "ωB97M-V/def2-TZVPD",
  "e_homo_ev": [-2.62, -7.67],
  "homo_lumo_gap_ev": [2.521, 7.469],
  "spin_multiplicity": 5,
  "species": ["V", "C", "O", "H", "H", "H", "C", "C", "C", "O", "C", "N", "H", "H", "H", "H", "H", "H", "H", "H", "H", "H", "H", "C", "C", "O", "O", "H", "H", "H", "H", "H", "H", "O", "H", "H", "O", "H", "H"],
  "xyz": [[-0.02890, 0.92743, -0.27156], [-1.54657, 3.83887, -0.77821], [-1.33099, 2.61436, -0.22587], [-0.84471, 4.21872, -1.52065], [-2.47768, 3.91359, -1.33995], [-1.41816, 4.51347, 0.06827], [-3.31728, -1.96600, 1.02994], [-1.83192, -1.45411, 0.92731], [-0.72952, -2.53000, 1.08416], [0.50441, -1.82577, 1.09849], [1.54441, -2.67399, 1.70099], [-1.62440, -0.72790, -0.30009], [-3.45682, -2.45084, 1.99615], [-3.51755, -2.77078, 0.32261], [-4.07356, -1.18711, 0.93268], [-1.68111, -0.78217, 1.77222], [-0.87181, -3.27973, 0.30586], [-0.85890, -3.06775, 2.02340], [2.48044, -2.21711, 2.02227], [1.83225, -3.43803, 0.97885], [1.21620, -3.20871, 2.59231], [-2.34669, -0.03331, -0.42638], [-1.77511, -1.32988, -1.09697], [2.96103, 1.65647, -0.73333], [2.74859, 0.31685, -1.43077], [1.80194, -0.50272, -0.85888], [1.67352, 2.27787, -0.56542], [3.76822, 2.11337, -1.30584], [3.37413, 1.48102, 0.25998], [3.61627, -0.31735, -1.24906], [2.46393, 0.27683, -2.48219], [1.73881, -1.28184, -1.41618], [1.68309, 3.04062, -1.14828], [-0.33523, 0.82126, -2.57077], [-1.26440, 0.94770, -2.76284], [0.09481, 0.86766, -3.42466], [0.50991, 1.04981, 1.88723], [1.32387, 0.75667, 2.29684], [-0.00455, 1.41253, 2.60834]],
  "forces_ev_per_a": [[-0.34, 0.74, -1.40], [0.52, 0.29, 0.45], [0.84, -3.01, 0.15], [0.89, -0.28, -0.43], [-0.67, 0.20, 0.42], [-0.79, 1.03, -0.18], [1.25, -0.82, 0.46], [-1.20, -0.73, 0.91], [-1.09, 0.88, 0.27], [1.16, -1.47, 1.16], [-0.47, -0.39, -0.73], [0.43, 1.05, -0.29], [-0.07, 0.15, 0.24], [0.01, 0.18, -0.39], [0.30, 0.14, -0.12], [0.04, 0.27, -0.09], [0.61, -0.06, -0.49], [-0.16, 0.06, 0.24], [-0.36, 1.02, -0.47], [-0.02, -0.09, -0.15], [-0.60, 0.12, 0.07], [-0.45, 0.42, 0.23], [0.50, -0.31, -0.35], [-0.53, -2.30, -0.02], [1.72, -0.85, -0.41], [-2.50, 0.32, 2.46], [1.31, 0.60, -0.29], [-0.59, 1.03, -0.16], [-0.10, -0.03, 0.10], [1.22, 0.71, -0.71], [0.69, 1.23, -0.44], [-0.56, -0.47, -0.22], [-0.75, 0.29, -0.12], [0.03, -0.12, 1.53], [-0.79, 0.21, -0.19], [0.77, -0.06, -0.82], [-0.08, 0.01, -0.03], [0.29, -0.31, -0.14], [-0.41, 0.34, -0.04]],
  "mulliken_spin": [5.85, 0.01, -0.22, 0.03, 0.00, -0.01, 0.03, -0.04, 0.10, -0.08, 0.09, -0.18, 0.00, 0.00, 0.00, -0.02, -0.03, 0.02, -0.01, -0.02, 0.01, 0.07, 0.11, 0.07, 0.18, -0.54, -0.15, -0.10, 0.05, 0.04, -0.17, 0.21, 0.11, -2.18, 0.44, 0.59, -0.35, 0.05, 0.03]
}